Entry 1:
Here is an isolated molecule of C9H15NO2 at a distorted geometry from the Open Molecules 2025 dataset. Energies are from ωB97M-V/def2-TZVPD.

Properties
gap between HOMO and LUMO	10.368	eV
energy relative to the best compared isomer or geometry (same formula, charge and spin)	0.2119	eV
HOMO	-0.352	Ha
structure (SMILES)	C[C@H]1CCC[C@H]2[C@@H]1C(O)=N[C@@H]2O
charge	0

Structure (XYZ):
```
27
C9H15NO2 | the Open Molecules 2025 dataset | ωB97M-V/def2-TZVPD
O -1.602 -2.951 0.100
O -2.201 0.957 -2.115
N -1.652 -1.189 -1.444
C 1.772 -0.617 1.081
C 0.631 1.048 -0.393
C 0.450 -1.082 1.683
C -0.723 0.570 0.111
C 0.551 2.503 -0.845
C -0.919 -1.826 -0.372
C -0.746 -0.795 0.777
C 1.681 0.856 0.704
C -1.666 0.060 -1.325
H -1.272 1.344 0.637
H 1.495 2.820 -1.280
H 1.398 1.442 1.582
H 0.061 -2.135 -0.781
H 0.298 -0.553 2.627
H -1.661 -0.887 1.372
H 0.480 -2.150 1.900
H 2.648 1.220 0.352
H 2.573 -0.774 1.806
H -2.634 0.526 -2.868
H 0.928 0.430 -1.250
H 0.327 3.150 0.000
H -0.232 2.626 -1.589
H 2.010 -1.205 0.191
H -1.996 -3.386 -0.662
```

Here are the Löwdin charges for atoms 1 to 4, given in e: atom 1 (O): -0.01, atom 2 (O): 0.10, atom 3 (N): 0.14, atom 4 (C): -0.19

Entry 2:
Here is a cluster of 5 separate species, C4H17NO6S in total at a distorted geometry from the Open Molecules 2025 dataset. Energies are from ωB97M-V/def2-TZVPD.

Properties
gap between HOMO and LUMO	9.082	eV
energy relative to the best compared isomer or geometry (same formula, charge and spin)	2.7985	eV
HOMO	-0.333	Ha
structure (SMILES)	O=CN[C@H](CO)CS.O.O.O.O
charge	0

Structure (XYZ):
```
29
C4H17NO6S | the Open Molecules 2025 dataset | ωB97M-V/def2-TZVPD
S 2.105 -2.389 1.653
O -2.588 0.178 0.610
O 1.130 1.459 1.982
O -3.175 2.275 -1.761
O 0.846 -2.021 -2.460
O 1.781 1.765 -3.544
O -1.415 1.805 2.124
N -0.693 -0.506 -0.479
C 0.204 -0.398 0.634
C 1.110 -1.679 0.430
C 0.730 1.029 0.656
C -2.016 -0.068 -0.387
H 0.379 1.697 2.439
H 0.924 1.981 -3.951
H -0.076 1.842 0.221
H -1.739 0.832 2.031
H -2.242 2.351 2.348
H -2.501 0.209 -1.423
H -0.491 -0.535 1.593
H 1.771 -1.376 -0.449
H 1.496 1.290 -2.739
H -3.933 1.708 -1.754
H 1.746 1.114 0.103
H -0.340 -0.720 -1.323
H 1.300 -1.121 -2.513
H 0.415 -2.569 0.202
H -2.810 2.142 -0.870
H 1.593 -2.544 -2.747
H 2.870 -1.529 2.138
```

Here are the Löwdin charges for atoms 1 to 4, given in e: atom 1 (S): 0.77, atom 2 (O): 0.02, atom 3 (O): -0.07, atom 4 (O): -0.06

Entry 3:
Here is a structure of composition C6H13O3Tb at a distorted geometry from the Open Molecules 2025 dataset. Energies are from ωB97M-V/def2-TZVPD.

Properties
gap between HOMO and LUMO (alpha / beta)	9.366 / 6.911	eV
energy relative to the best compared isomer or geometry (same formula, charge and spin)	0.0000	eV
HOMO (alpha / beta)	-0.498 / -0.428	Ha
charge	+1
2S+1	8
⟨S²⟩	16.781

Structure (XYZ):
```
23
C6H13O3Tb | the Open Molecules 2025 dataset | ωB97M-V/def2-TZVPD
Tb -6.740 -0.728 -0.786
O -5.403 0.311 -1.727
O -7.358 -2.443 -0.089
O -4.767 -1.838 -0.303
C -3.782 -1.402 -1.183
C -0.529 -2.078 -1.035
C -6.442 -3.309 0.497
C 0.207 -2.680 0.137
C -4.051 0.041 -1.556
C -5.077 -3.232 -0.189
H -3.516 -2.104 -1.986
H -0.439 -2.688 -1.943
H -1.937 -1.799 -1.023
H -6.299 -3.084 1.574
H -0.108 -1.111 -1.343
H -0.032 -2.156 1.077
H -5.123 -3.651 -1.207
H -0.024 -3.747 0.261
H -6.772 -4.364 0.440
H 1.301 -2.621 -0.002
H -3.597 0.697 -0.777
H -4.293 -3.749 0.384
H -3.475 0.248 -2.481
```

Here are the Löwdin charges for atoms 1 to 4, given in e: atom 1 (Tb): 1.91, atom 2 (O): -0.42, atom 3 (O): -0.42, atom 4 (O): -0.27

Entry 4:
Here is a cluster of 2 separate species, C23H41N4O4S in total at a distorted geometry from the Open Molecules 2025 dataset. Energies are from ωB97M-V/def2-TZVPD.

Properties
gap between HOMO and LUMO	8.237	eV
HOMO	-0.404	Ha
charge	+1

Structure (XYZ):
```
73
C23H41N4O4S | the Open Molecules 2025 dataset | ωB97M-V/def2-TZVPD
S 5.306 0.490 -0.564
O 6.486 -0.095 4.045
O -1.626 -1.838 6.237
O 1.518 2.035 1.542
O 1.548 3.301 1.237
N -2.016 1.475 -3.741
N 4.756 2.777 2.620
N 5.182 -0.890 1.799
N 1.907 -0.736 3.692
C 2.823 -0.054 0.968
C -0.692 -1.443 7.303
C -3.376 1.469 -4.440
C -2.649 -0.290 -1.999
C 4.706 1.651 1.949
C 2.299 -2.766 0.810
C 5.930 -0.402 2.847
C -1.851 3.769 -6.098
C -0.720 3.190 -5.267
C -0.943 -2.098 4.959
C 0.319 -3.759 2.469
C -1.799 -3.259 4.180
C 2.143 1.346 0.395
C -0.889 1.747 -4.777
C 2.451 -1.336 0.001
C 2.193 -0.248 2.505
C -1.300 -3.588 2.654
C -1.735 0.062 -3.167
C -2.887 2.149 -1.455
C -2.598 0.762 -0.903
C 4.444 0.244 1.087
C 0.695 -3.050 1.002
C -1.962 2.510 -2.611
H 2.464 3.703 1.418
H -1.052 1.062 -5.618
H 3.209 -1.475 -0.908
H -1.896 -4.219 4.875
H -0.922 2.558 -2.269
H -3.308 0.839 -5.331
H -1.779 -4.644 2.371
H -3.682 -0.426 -2.338
H -1.769 -2.831 1.857
H -2.763 2.888 -0.654
H -0.691 0.053 -2.830
H 0.177 3.197 -5.902
H -2.342 -1.257 -1.584
H -3.934 2.212 -1.771
H -2.255 3.033 -6.800
H -2.912 -2.839 4.084
H -1.487 4.622 -6.680
H 2.907 2.049 -0.158
H -0.489 3.865 -4.436
H -2.657 4.148 -5.466
H 0.696 -4.870 2.416
H 0.051 1.456 -4.291
H 2.935 -2.840 1.789
H -0.740 -1.136 4.308
H 1.403 -1.101 -0.520
H -4.137 1.074 -3.766
H 2.704 -3.625 0.089
H 1.292 1.104 -0.406
H 0.133 -2.558 5.185
H 0.070 -2.033 1.000
H -3.652 2.489 -4.701
H -3.321 0.516 -0.117
H 0.975 -3.212 3.268
H -1.605 0.754 -0.435
H 5.825 -0.728 -1.035
H 0.350 -1.975 7.274
H -2.248 3.480 -3.028
H 0.340 -3.803 0.173
H -1.847 -0.654 -3.989
H -1.178 -1.717 8.356
H -0.529 -0.284 7.289
```

Here are the Löwdin charges for atoms 1 to 4, given in e: atom 1 (S): 0.76, atom 2 (O): 0.05, atom 3 (O): -0.26, atom 4 (O): -0.22

Entry 5:
Here is a cluster of 2 separate species, C4H10NO2 in total at a distorted geometry from the Open Molecules 2025 dataset. Energies are from ωB97M-V/def2-TZVPD.

Properties
gap between HOMO and LUMO	9.396	eV
energy relative to the best compared isomer or geometry (same formula, charge and spin)	6.3639	eV
HOMO	-0.501	Ha
charge	+1

Structure (XYZ):
```
17
C4H10NO2 | the Open Molecules 2025 dataset | ωB97M-V/def2-TZVPD
O -0.676 -0.743 0.283
O -2.409 -1.108 -0.994
N 1.575 0.529 0.895
C -3.380 -0.611 -0.003
C -1.113 -1.200 -0.739
C 2.391 -0.520 0.217
C 0.654 -0.295 1.714
H -0.528 -1.501 -1.591
H -0.166 0.299 2.094
H 0.988 1.059 0.180
H -3.025 -0.641 1.048
H 2.763 -1.216 1.000
H 3.227 -0.131 -0.275
H 2.272 1.097 1.446
H -4.364 -1.171 0.047
H 1.772 -1.229 -0.427
H -3.850 0.402 -0.356
```

Here are the Löwdin charges for atoms 1 to 4, given in e: atom 1 (O): -0.01, atom 2 (O): -0.02, atom 3 (N): -0.07, atom 4 (C): -0.02

Entry 6:
Here is a structure of composition C33H36N3O2RuSiTe from the Open Molecules 2025 dataset. Energies are from ωB97M-V/def2-TZVPD.

Properties
gap between HOMO and LUMO	7.189	eV
energy relative to the best compared isomer or geometry (same formula, charge and spin)	0.0000	eV
HOMO	-0.600	Ha
charge	+3

Structure (XYZ):
```
77
C33H36N3O2RuSiTe | the Open Molecules 2025 dataset | ωB97M-V/def2-TZVPD
Te 2.263 0.059 2.821
Ru 0.101 -0.028 1.350
Si -0.939 -0.735 -1.677
O -0.778 3.765 2.719
O -1.306 -3.235 3.531
N -0.087 2.096 1.392
N -0.871 0.250 3.056
N -0.260 -2.012 1.983
C -1.949 -0.652 4.970
C 3.124 3.830 -2.331
C 3.085 -1.894 2.734
C -1.337 -0.305 -3.395
C 2.097 2.520 -0.596
C -1.699 -2.943 -0.342
C -2.068 -2.971 -1.692
C 0.264 -4.220 -0.848
C -1.261 -3.648 -2.626
C -0.366 -0.500 -4.388
C 0.878 -0.854 -1.319
C -0.079 4.428 1.610
C -2.853 0.552 -5.068
C -0.119 -4.287 -2.195
C -0.608 2.485 2.508
C -0.829 -4.228 2.562
C -1.288 -0.809 3.765
C 2.127 4.787 -2.186
C -2.164 0.643 5.433
C -0.050 -3.394 1.511
C -2.587 0.220 -3.752
C -0.939 -2.065 3.077
C 3.107 2.697 -1.535
C -1.999 0.149 -0.425
C 3.859 0.926 1.726
C -1.880 0.358 -6.041
C -0.637 -0.166 -5.704
C -0.026 3.331 0.545
C -0.501 -3.536 0.076
C 1.096 3.467 -0.449
C 1.118 4.605 -1.255
C -1.082 1.495 3.491
C -1.732 1.736 4.691
H 3.893 1.958 -1.639
H 2.137 5.678 -2.799
H 0.492 -4.838 -2.898
H 3.914 3.974 -3.055
H -1.703 -4.739 2.164
H -2.675 0.799 6.374
H -3.359 0.378 -3.006
H -3.045 -2.605 -1.993
H -1.887 -0.094 0.651
H 1.352 -0.015 -1.834
H 3.991 0.407 0.781
H -2.371 -2.507 0.387
H -3.052 -0.107 -0.586
H -1.557 -3.684 -3.665
H -1.895 2.750 5.030
H -1.911 1.224 -0.590
H -0.976 3.348 -0.005
H 2.104 1.650 0.040
H 0.116 -0.311 -6.467
H -0.652 5.306 1.334
H 3.647 1.978 1.559
H -3.817 0.961 -5.340
H 0.341 5.355 -1.160
H 2.454 -2.570 3.305
H 0.608 -0.910 -4.143
H 4.065 -1.843 3.203
H 0.909 4.712 1.974
H -2.286 -1.514 5.529
H 3.179 -2.216 1.700
H 1.182 -4.706 -0.537
H 1.017 -3.619 1.552
H 4.742 0.817 2.353
H 1.293 -1.785 -1.713
H 1.227 -0.835 -0.269
H -2.092 0.617 -7.070
H -0.203 -4.931 3.104
```

Here are the Löwdin charges for atoms 1 to 4, given in e: atom 1 (Te): 1.43, atom 2 (Ru): 0.73, atom 3 (Si): 0.82, atom 4 (O): 0.09

Q: charge of number 1 (C9H15NO2)?
A: 0

Q: Among the records above, which one has the highest charge?
A: C33H36N3O2RuSiTe

Q: Which of these has the highest charge?
A: C33H36N3O2RuSiTe

Q: Number 2 is which compound?
A: C4H17NO6S